[1]
{
  "formula": "C51H52AuBN10S3",
  "method": "wB97M-V/def2-TZVPD",
  "gap_ev": [8.08, 5.87],
  "spin_multiplicity": 3,
  "charge": 2,
  "total_energy_ev": -105487.515,
  "homo_energy_ev": [-12.59, -13.03],
  "s_squared": 2.009,
  "symbols": ["Au", "C", "C", "C", "C", "C", "N", "N", "B", "N", "N", "C", "C", "C", "C", "C", "N", "N", "C", "C", "C", "C", "C", "H", "H", "H", "H", "H", "H", "H", "H", "H", "H", "H", "H", "H", "H", "H", "H", "H", "H", "H", "H", "H", "H", "N", "S", "N", "S", "N", "S", "N", "C", "C", "C", "C", "C", "C", "C", "C", "C", "C", "C", "C", "C", "C", "C", "C", "C", "C", "C", "C", "C", "C", "C", "C", "C", "C", "C", "C", "C", "C", "C", "C", "C", "C", "C", "C", "H", "H", "H", "H", "H", "H", "H", "H", "H", "H", "H", "H", "H", "H", "H", "H", "H", "H", "H", "H", "H", "H", "H", "H", "H", "H", "H", "H", "H", "H"],
  "xyz": [[0.794458, -0.874315, 1.506146], [3.787484, 0.396716, -0.007460], [3.817875, -1.024492, 0.446941], [4.854101, -1.958839, 0.367903], [4.404612, -3.089487, 1.034127], [5.110923, -4.379752, 1.284527], [3.155797, -2.832729, 1.466899], [2.801322, -1.584939, 1.096987], [2.211779, -3.625670, 2.396345], [1.918927, -2.749396, 3.637682], [1.400537, -1.496196, 3.529590], [1.230276, -1.001071, 4.750997], [0.684675, 0.367965, 4.984317], [1.656850, -1.954540, 5.681445], [2.081759, -3.044743, 4.944464], [2.644592, -4.339300, 5.426574], [0.858886, -3.862011, 1.656537], [-0.065284, -2.879252, 1.662388], [-1.198455, -3.326418, 1.103459], [-2.428947, -2.488276, 1.045028], [-1.004837, -4.664349, 0.777247], [0.306836, -4.971129, 1.140823], [1.036116, -6.264170, 1.022428], [4.506745, 0.553233, -0.809603], [4.050976, 1.058938, 0.820308], [2.794160, 0.675091, -0.361299], [5.821433, -1.816099, -0.086939], [6.158381, -4.282129, 1.010077], [4.674577, -5.190083, 0.698127], [5.053274, -4.662486, 2.335107], [2.699953, -4.665163, 2.705305], [0.217022, 0.753268, 4.078099], [1.480072, 1.051359, 5.284628], [-0.050096, 0.345794, 5.788602], [1.658042, -1.860178, 6.754861], [2.678997, -4.338957, 6.513041], [3.657665, -4.491068, 5.052097], [2.035424, -5.181772, 5.097620], [-2.182094, -1.461684, 0.775439], [-2.905563, -2.464741, 2.027105], [-3.141459, -2.900349, 0.332919], [-1.733374, -5.342105, 0.361812], [0.338757, -7.064488, 0.788465], [1.556101, -6.511182, 1.948008], [1.781924, -6.210744, 0.227108], [0.372989, -0.961745, -0.593098], [0.476856, -0.261595, -1.870482], [0.331091, 1.391514, -1.877374], [-1.021468, 2.097344, -1.609872], [-1.944927, 1.606767, -0.467457], [-1.609091, 1.539056, 1.145981], [-0.618278, 0.631741, 1.731113], [-3.263767, 1.237982, 1.719346], [-4.386247, 1.580255, 0.975490], [-5.638724, 1.360714, 1.527931], [-5.752068, 0.806321, 2.796981], [-4.618261, 0.467163, 3.524609], [-3.359566, 0.686816, 2.988939], [-1.234410, 3.207893, 1.659490], [0.110099, 3.527070, 1.781822], [0.454882, 4.809690, 2.175562], [-0.536859, 5.742723, 2.451634], [-1.877746, 5.401198, 2.338198], [-2.238598, 4.124033, 1.934631], [-2.069223, 2.090310, -3.046043], [-3.385864, 1.672180, -3.001937], [-4.128753, 1.711829, -4.173667], [-3.550996, 2.160387, -5.351824], [-2.224696, 2.580161, -5.376320], [-1.471232, 2.543679, -4.218009], [-0.576698, 3.813727, -1.530479], [0.731696, 4.224106, -1.718703], [0.993622, 5.585173, -1.760020], [-0.040438, 6.498908, -1.610602], [-1.347779, 6.064959, -1.412504], [-1.626197, 4.711104, -1.374597], [-0.677501, -0.980050, -3.041541], [-1.791975, -1.598329, -2.496272], [-2.685602, -2.239568, -3.336981], [-2.455424, -2.261683, -4.707344], [-1.336241, -1.637143, -5.240208], [-0.434831, -0.988686, -4.408222], [2.030396, -0.356734, -2.729419], [2.498831, 0.658859, -3.553370], [3.706495, 0.474757, -4.209685], [4.417204, -0.707774, -4.040074], [3.930737, -1.713282, -3.213540], [2.727022, -1.541890, -2.549188], [-4.274360, 2.000948, -0.013016], [-6.527189, 1.625689, 0.969995], [-6.732764, 0.635573, 3.221448], [-4.713891, 0.030701, 4.509651], [-2.456332, 0.434582, 3.531665], [0.860695, 2.769516, 1.591166], [1.498403, 5.078138, 2.278978], [-0.263306, 6.740114, 2.771738], [-2.646477, 6.125507, 2.573630], [-3.281982, 3.847243, 1.858365], [-3.813515, 1.318162, -2.072611], [-5.162470, 1.392220, -4.162164], [-4.136067, 2.180578, -6.262265], [-1.780289, 2.942359, -6.293776], [-0.440382, 2.878083, -4.210567], [1.518193, 3.488778, -1.835038], [2.006491, 5.932940, -1.915049], [0.171365, 7.559740, -1.648391], [-2.149382, 6.782811, -1.299291], [-2.640197, 4.351606, -1.237571], [-1.919237, -1.587815, -1.425096], [-3.557544, -2.732304, -2.925349], [-3.148066, -2.774295, -5.362561], [-1.153579, -1.665858, -6.306679], [0.448190, -0.517579, -4.820314], [1.932083, 1.572579, -3.668886], [4.094526, 1.255781, -4.850512], [5.359074, -0.843215, -4.555758], [4.491375, -2.629733, -3.085473], [2.326959, -2.300817, -1.885428]],
  "atomic_forces_ev_per_a": [[0.23, -0.29, -0.17], [-0.03, -0.07, 0.09], [0.02, -0.02, -0.04], [0.06, 0.04, 0.06], [0.04, 0.11, -0.01], [-0.09, 0.02, 0.03], [0.03, -0.18, -0.06], [-0.07, 0.01, 0.04], [-0.04, 0.19, -0.01], [-0.01, -0.14, 0.01], [-0.09, 0.28, 0.11], [0.02, -0.06, 0.05], [0.03, -0.08, -0.03], [-0.01, 0.01, 0.01], [0.00, 0.09, 0.04], [-0.01, 0.02, -0.09], [0.01, -0.11, 0.03], [-0.02, 0.12, -0.07], [0.05, -0.15, -0.01], [0.11, 0.01, -0.01], [-0.06, 0.05, 0.01], [-0.04, 0.05, -0.03], [0.04, 0.04, 0.07], [-0.04, 0.02, -0.04], [0.03, -0.01, -0.02], [0.02, 0.03, 0.01], [-0.04, -0.02, 0.03], [0.00, -0.01, -0.01], [0.01, 0.01, 0.01], [0.03, 0.00, -0.02], [0.01, 0.01, 0.00], [-0.01, 0.02, 0.03], [0.00, 0.00, 0.00], [-0.01, 0.03, -0.01], [0.01, -0.01, -0.03], [-0.01, 0.00, 0.00], [-0.01, -0.01, 0.01], [0.01, 0.00, 0.03], [-0.02, 0.02, -0.05], [-0.01, -0.02, -0.02], [0.01, 0.02, -0.01], [0.03, 0.02, 0.04], [0.00, 0.00, -0.02], [-0.03, -0.01, -0.02], [-0.01, -0.01, 0.01], [-0.21, -0.05, -0.38], [0.01, 0.02, 0.31], [-0.18, -0.12, -0.19], [0.13, -0.01, -0.05], [-0.08, 0.16, 0.13], [0.04, -0.06, -0.03], [0.04, 0.09, 0.14], [0.06, 0.07, -0.12], [-0.01, -0.06, 0.07], [0.00, 0.02, -0.01], [0.00, -0.02, 0.02], [-0.04, -0.02, 0.01], [0.07, 0.01, -0.03], [-0.10, -0.06, -0.14], [-0.02, -0.04, 0.01], [0.03, 0.03, -0.03], [-0.01, 0.04, 0.00], [-0.01, -0.01, 0.00], [-0.01, 0.00, -0.01], [0.13, -0.17, 0.03], [-0.02, -0.07, 0.16], [-0.04, -0.02, -0.03], [-0.01, -0.03, -0.04], [0.02, 0.00, 0.02], [-0.01, 0.02, 0.07], [-0.04, -0.10, 0.11], [0.09, -0.14, 0.00], [0.01, 0.07, 0.02], [0.00, 0.00, 0.03], [0.01, 0.02, 0.01], [-0.01, -0.04, 0.03], [0.07, 0.20, -0.01], [0.06, 0.03, 0.04], [-0.06, 0.02, -0.05], [-0.04, 0.02, 0.03], [0.02, 0.04, -0.04], [0.02, 0.08, 0.01], [-0.09, 0.09, -0.05], [0.07, -0.05, 0.00], [-0.01, 0.03, 0.02], [0.01, -0.02, 0.02], [0.06, 0.01, -0.05], [-0.08, -0.01, 0.03], [-0.05, 0.04, 0.04], [0.01, -0.02, 0.00], [0.01, 0.01, 0.00], [-0.01, 0.01, 0.00], [-0.05, -0.02, 0.01], [0.01, 0.05, 0.00], [-0.02, 0.00, 0.00], [0.00, -0.03, -0.01], [0.02, -0.01, 0.00], [0.01, 0.02, 0.00], [0.02, -0.02, -0.08], [0.03, -0.01, -0.01], [0.00, 0.03, 0.03], [-0.02, -0.03, 0.00], [-0.02, -0.01, -0.06], [-0.03, 0.07, 0.00], [-0.02, -0.02, 0.01], [-0.01, -0.02, -0.01], [0.02, -0.01, 0.01], [0.02, 0.05, -0.02], [-0.05, -0.03, 0.07], [0.03, 0.01, 0.00], [0.02, 0.00, 0.01], [-0.01, 0.00, 0.03], [-0.02, -0.02, -0.01], [0.04, -0.02, -0.02], [0.00, -0.02, 0.00], [-0.02, -0.01, 0.01], [-0.01, 0.01, 0.01], [0.05, 0.01, -0.03]]
}

***

[2]
{
  "formula": "C51H52IN4O3PbS2Si",
  "method": "wB97M-V/def2-TZVPD",
  "gap_ev": [5.36, 3.39],
  "de_lowest_kj_mol": 1486.3,
  "charge": -1,
  "total_energy_ev": -108714.838,
  "homo_energy_ev": [-3.29, -1.49],
  "symbols": ["Pb", "C", "C", "C", "C", "C", "C", "C", "S", "O", "C", "C", "C", "C", "C", "C", "C", "C", "C", "C", "C", "C", "C", "C", "C", "C", "C", "C", "C", "C", "S", "O", "C", "C", "C", "C", "C", "C", "C", "H", "H", "H", "H", "H", "H", "H", "H", "H", "H", "H", "H", "H", "H", "H", "H", "H", "H", "H", "H", "H", "H", "H", "H", "H", "H", "O", "I", "C", "C", "N", "N", "C", "H", "H", "H", "C", "Si", "C", "C", "N", "C", "C", "C", "C", "C", "C", "H", "H", "H", "H", "H", "H", "H", "H", "H", "H", "H", "H", "H", "H", "C", "C", "C", "C", "C", "N", "H", "H", "H", "H", "H", "H", "H", "H", "H"],
  "xyz": [[0.267856, -0.859719, 1.472887], [-2.727678, -5.374586, -5.526393], [-2.207989, -4.604701, -4.340119], [-0.869745, -4.247601, -4.245430], [-0.408314, -3.535238, -3.142987], [-1.282923, -3.171212, -2.122661], [-2.621010, -3.529969, -2.214604], [-3.080004, -4.239579, -3.313978], [-0.507780, -2.088298, -0.865392], [-1.348010, -3.246256, 0.332484], [-1.562296, -0.732088, -1.341189], [-2.814858, -0.536080, -0.730243], [-3.630524, 0.496437, -1.098919], [-3.224928, 1.403603, -2.099054], [-4.066102, 2.482208, -2.454662], [-3.673561, 3.384506, -3.408043], [-2.421582, 3.243287, -4.031440], [-1.591883, 2.200212, -3.701682], [-1.970215, 1.234681, -2.736680], [-1.117948, 0.132532, -2.377526], [0.179943, -0.021688, -3.110154], [0.176675, -0.229701, -4.526595], [-1.017050, -0.421714, -5.263094], [-0.988561, -0.624519, -6.631302], [0.224191, -0.649343, -7.317851], [1.412747, -0.478242, -6.623994], [1.409678, -0.274968, -5.237987], [2.643608, -0.116370, -4.532498], [2.650723, 0.052595, -3.176599], [1.446767, 0.093647, -2.456529], [1.332635, 0.023729, -0.782423], [2.666259, -0.598036, -0.400616], [1.239019, 1.922744, -0.364653], [2.339816, 2.694005, -0.304873], [2.092498, 4.248662, -0.088495], [0.807031, 4.716232, 0.057999], [0.537119, 6.181507, 0.270712], [-0.265096, 3.800948, 0.017729], [-0.057196, 2.457388, -0.182453], [-1.931253, -5.588766, -6.243788], [-3.504846, -4.795871, -6.036332], [-3.158510, -6.325415, -5.195139], [-0.174446, -4.518173, -5.031449], [0.636927, -3.255709, -3.083927], [-3.316088, -3.254977, -1.433019], [-4.128695, -4.508238, -3.370605], [-3.148047, -1.212047, 0.047106], [-4.586794, 0.615039, -0.604147], [-5.027996, 2.609215, -1.972145], [-4.322296, 4.210390, -3.674020], [-2.107026, 3.963880, -4.775893], [-0.636708, 2.153846, -4.203668], [-1.981603, -0.423334, -4.774129], [-1.916268, -0.767849, -7.172481], [0.239111, -0.809106, -8.389488], [2.349774, -0.508709, -7.168320], [3.586830, -0.150495, -5.064392], [3.600712, 0.142391, -2.665741], [3.303538, 2.272608, -0.424719], [2.919571, 4.956733, -0.067398], [1.464382, 6.761686, 0.286670], [0.021830, 6.333405, 1.225436], [-0.097295, 6.563967, -0.535248], [-1.280812, 4.158583, 0.141073], [-0.917515, 1.796974, -0.205785], [-1.308592, -2.138210, 1.267143], [0.843933, 2.946705, 6.729144], [1.174709, 1.475606, 5.359909], [2.159695, 0.525691, 5.388792], [1.979362, -0.217614, 4.277383], [0.938372, 0.177024, 3.521915], [0.445082, 1.222060, 4.187417], [2.955724, 0.317236, 6.083584], [2.520639, -1.008105, 3.967201], [-0.401828, 1.746828, 3.800743], [0.630745, -3.156416, 5.611993], [-0.150999, -3.211106, 3.895942], [1.178637, -3.723369, 2.663379], [-1.497702, -4.517192, 3.885717], [-0.762223, -1.665394, 3.421517], [-1.736163, -0.989548, 4.083090], [-2.187691, 0.249861, 3.557252], [-3.181199, 1.005037, 4.158247], [-3.787495, 0.562454, 5.326678], [-3.381283, -0.648531, 5.874653], [-2.386972, -1.403917, 5.270577], [1.102612, -4.116460, 5.846501], [-0.108242, -2.950872, 6.387805], [1.399307, -2.384277, 5.665274], [1.589472, -4.699919, 2.931475], [2.005080, -3.002065, 2.646185], [0.763707, -3.792429, 1.654657], [-1.073671, -5.507743, 4.083926], [-1.987792, -4.548370, 2.910384], [-2.257860, -4.323599, 4.644906], [-1.738873, 0.620357, 2.640693], [-3.481312, 1.944038, 3.705559], [-4.565252, 1.148825, 5.800433], [-3.842305, -1.016025, 6.784486], [-2.115621, -2.339373, 5.744343], [3.731606, 3.680829, 1.381267], [4.276492, 2.249982, 1.703338], [5.294432, 1.789684, 0.631319], [4.985466, 2.243559, 3.064434], [3.109137, 1.325836, 1.739357], [2.184114, 0.630683, 1.680048], [4.556595, 4.414593, 1.357819], [3.022308, 3.994924, 2.150237], [3.062555, 3.747260, 0.178193], [6.149678, 2.468301, 0.602008], [4.870902, 1.755063, -0.367585], [5.664872, 0.786670, 0.849917], [5.836889, 2.925276, 3.061194], [5.354713, 1.244031, 3.316777], [4.308452, 2.553079, 3.863630]],
  "atomic_forces_ev_per_a": [[-0.06, -0.20, 1.86], [0.00, 0.03, 0.04], [-0.01, -0.09, -0.19], [-0.05, -0.01, 0.22], [-0.30, -0.22, -0.15], [1.42, 0.24, -0.82], [-0.26, 0.06, 0.23], [0.38, 0.13, 0.10], [-1.45, -1.63, -3.62], [0.00, 1.05, 0.37], [0.95, 0.86, -0.78], [-0.39, 0.01, 0.26], [0.25, -0.56, 0.20], [-0.27, 0.23, -0.03], [0.24, 0.26, -0.31], [-0.08, 0.05, -0.02], [-0.01, -0.15, 0.09], [-0.16, 0.50, -0.13], [0.23, -0.04, -0.07], [-0.26, -0.20, 0.68], [1.25, 0.15, 0.52], [0.07, -0.02, -0.12], [-0.10, -0.24, -0.76], [-0.30, 0.09, 0.81], [1.03, 0.09, 0.17], [-0.85, -0.22, -0.95], [0.51, 0.12, 0.55], [-0.46, 0.01, 0.26], [0.28, -0.10, -0.42], [-2.22, 0.22, -3.33], [2.31, 1.58, 0.85], [-1.03, 0.68, -0.61], [-0.48, -0.66, -1.08], [-3.65, 1.43, -2.87], [-5.85, 0.54, -3.70], [0.73, -0.35, -0.13], [0.10, -0.07, 0.03], [-0.12, -0.56, 0.03], [-0.43, -0.26, 0.06], [-0.09, 0.02, 0.07], [0.03, -0.17, -0.01], [-0.02, 0.09, -0.15], [-0.03, -0.03, -0.05], [-0.02, 0.08, 0.03], [0.09, 0.03, 0.07], [0.00, -0.02, -0.03], [0.31, -0.08, 0.07], [-0.01, 0.08, -0.06], [0.04, -0.16, 0.10], [0.01, 0.00, -0.01], [0.02, 0.01, 0.01], [0.08, -0.16, 0.12], [0.11, 0.01, 0.19], [0.00, -0.01, 0.06], [0.02, 0.01, 0.02], [0.05, 0.02, 0.13], [-0.09, 0.02, -0.14], [-0.14, -0.07, 0.23], [0.28, -0.04, -0.43], [-0.87, 0.76, -0.92], [-0.11, -0.06, -0.01], [0.02, 0.08, -0.15], [0.01, 0.01, 0.15], [0.02, 0.02, 0.02], [0.09, -0.11, 0.02], [-3.92, -3.86, 0.46], [-0.08, 0.32, 0.29], [0.07, -0.16, -0.19], [0.10, -0.26, -0.23], [-0.16, -0.28, -0.29], [0.56, 1.90, 3.56], [0.23, -0.27, -0.45], [-0.06, 0.03, 0.04], [0.00, 0.02, 0.01], [-0.04, 0.22, 0.02], [0.13, -0.31, 0.03], [-0.79, 0.64, -0.41], [0.04, 0.04, 0.21], [0.14, -0.32, 0.10], [-0.20, -0.18, 2.37], [0.40, -0.18, -0.61], [-0.56, 0.17, 0.12], [0.27, -0.29, -0.09], [-0.31, 0.19, 0.26], [0.24, 0.00, -0.31], [-0.22, -0.06, 0.40], [0.01, 0.00, 0.04], [0.03, 0.05, 0.00], [-0.01, 0.03, 0.06], [0.04, -0.06, 0.04], [0.03, -0.16, -0.07], [0.00, -0.02, 0.04], [-0.05, -0.04, 0.01], [0.06, 0.11, -0.02], [-0.01, 0.01, -0.02], [-0.10, -0.10, -0.13], [-0.02, 0.01, 0.00], [-0.01, 0.00, 0.01], [-0.02, 0.00, 0.01], [0.07, -0.01, -0.10], [2.28, -0.64, 0.41], [0.29, 0.83, 0.13], [-0.07, -0.16, 0.21], [-0.15, -0.37, 0.38], [-0.09, -0.39, 0.25], [3.85, 2.49, 0.62], [0.15, -0.25, 0.24], [-0.11, -0.03, -0.03], [7.30, -1.86, 6.21], [-0.11, 0.09, 0.15], [0.12, -0.08, -0.08], [-0.04, 0.00, 0.04], [-0.05, 0.03, -0.16], [0.01, -0.01, -0.02], [-0.03, 0.02, -0.08]]
}

***

Q: Number 1 is which compound?
A: C51H52AuBN10S3